(one)
C9H9N3O3 | wB97M-V/def2-TZVPD

**Kohn-Sham gap (spin up / spin down)**: 7.65 / 7.65 eV

Geometry as ORCA input:
```
! RIJCOSX wB97M-V def2-TZVPD def2/J DEFGRID3
* xyz 0 1
C 0.74 -0.37 -2.95
C 0.33 0.88 -2.44
C -2.28 -0.36 2.19
C 1.13 -1.37 -2.07
C 0.10 1.11 -1.16
C -1.93 0.95 2.35
C -1.45 -0.93 1.22
C 0.79 -1.30 -0.67
C 0.25 0.04 -0.22
N -0.91 1.17 1.52
N -0.52 0.07 0.93
N 1.93 0.66 0.97
O -1.50 -2.04 0.72
O 1.85 1.72 1.53
O 2.48 -0.38 1.30
H 0.97 -0.55 -4.05
H 0.23 1.60 -3.13
H -3.07 -0.81 2.82
H 1.52 -2.23 -2.50
H -0.31 2.15 -0.87
H -2.04 1.60 3.20
H 0.22 -2.22 -0.19
H 1.75 -1.30 0.07
H -0.25 1.91 1.43
*
```

=====

(two)
C9H9N3O3 | wB97M-V/def2-TZVPD

**Structure (SMILES)**: NC(=O)[C@]1(O)NC(=O)Nc2ccccc21
**Kohn-Sham gap**: 9.24 eV

Geometry as ORCA input:
```
! RIJCOSX wB97M-V def2-TZVPD def2/J DEFGRID3
* xyz 0 1
N -1.75 1.99 2.03
C -1.87 1.51 0.80
O -2.90 1.18 0.24
C -0.26 1.23 -0.09
O 0.67 1.93 0.72
N -0.35 1.78 -1.37
C -0.12 1.19 -2.67
O -0.20 1.84 -3.67
N 0.21 -0.12 -2.54
C 0.42 -0.80 -1.36
C 0.95 -2.06 -1.45
C 1.09 -2.83 -0.31
C 0.67 -2.43 0.94
C 0.13 -1.13 1.06
C 0.16 -0.25 -0.09
H -0.98 2.67 2.18
H -2.71 2.47 2.20
H 1.35 2.43 0.16
H -0.94 2.71 -1.41
H 0.54 -0.53 -3.39
H 1.47 -2.24 -2.37
H 1.70 -3.77 -0.35
H 0.90 -2.96 1.94
H -0.03 -0.76 2.06
*
```

=====

What should be chosen as the most stable of them? Choose (two).

=====

(one)
CH5OPS | wB97M-V/def2-TZVPD

**Kohn-Sham gap**: 7.47 eV

Geometry as ORCA input:
```
! RIJCOSX wB97M-V def2-TZVPD def2/J DEFGRID3
* xyz 0 1
C -0.63 0.99 -0.48
O -0.25 -1.64 -0.09
P 0.29 -0.25 0.49
S 2.97 -0.33 0.61
H -1.70 0.84 -0.36
H -0.35 1.99 -0.14
H -0.37 0.90 -1.54
H 0.45 -2.30 -0.20
H -0.40 -0.19 1.71
*
```

=====

(two)
CH5OPS | wB97M-V/def2-TZVPD

**Kohn-Sham gap (spin up / spin down)**: 8.01 / 7.40 eV

Geometry as ORCA input:
```
! RIJCOSX wB97M-V def2-TZVPD def2/J DEFGRID3
* xyz 0 1
C 0.13 0.17 -1.06
O 1.33 0.71 -0.59
P -1.51 0.16 2.17
S 2.75 0.26 -1.23
H -0.44 -0.44 -0.21
H 0.33 -0.68 -1.77
H -0.63 0.97 -1.43
H -1.81 -1.30 2.04
H -0.14 0.16 2.08
*
```

=====

(three)
CH5OPS | wB97M-V/def2-TZVPD

**Structure (SMILES)**: O=PS.C
**Kohn-Sham gap**: 8.89 eV

Geometry as ORCA input:
```
! RIJCOSX wB97M-V def2-TZVPD def2/J DEFGRID3
* xyz 0 1
O 1.05 0.63 -0.06
P 2.43 0.20 -0.40
S 2.07 -1.88 -0.21
H 2.69 -2.30 -1.35
C -1.57 0.46 0.39
H -0.85 1.03 0.95
H -1.35 0.92 -0.69
H -2.37 1.20 0.53
H -2.09 -0.26 0.83
*
```

=====

(four)
CH5OPS | wB97M-V/def2-TZVPD

**Kohn-Sham gap (spin up / spin down)**: 6.94 / 7.51 eV

Geometry as ORCA input:
```
! RIJCOSX wB97M-V def2-TZVPD def2/J DEFGRID3
* xyz 0 1
C -1.64 0.45 0.03
O 1.31 -0.07 1.12
P 2.20 -0.12 -0.04
S -0.97 -1.04 0.70
H -1.91 0.19 -0.98
H -0.65 1.05 -0.16
H -2.41 0.99 0.63
H 2.72 -1.44 -0.04
H 1.35 0.00 -1.26
*
```

=====

What should be chosen as the most stable of them? Choose (one).

=====

(one)
C2H3ClN2O | wB97M-V/def2-TZVPD

**Structure (SMILES)**: [H]/N=C\Cl.N=C=O
**Kohn-Sham gap**: 11.18 eV

Geometry as ORCA input:
```
! RIJCOSX wB97M-V def2-TZVPD def2/J DEFGRID3
* xyz 0 1
H 1.76 0.23 0.90
N 1.40 0.81 0.13
C 0.91 0.17 -0.85
Cl 0.88 -1.59 -0.92
H 0.68 0.56 -1.80
N -1.29 0.01 -0.06
C -1.43 0.08 1.10
O -1.17 0.22 2.21
H -1.74 -0.49 -0.73
*
```

=====

(two)
C2H3ClN2O | wB97M-V/def2-TZVPD

**Kohn-Sham gap (spin up / spin down)**: 7.75 / 7.41 eV

Geometry as ORCA input:
```
! RIJCOSX wB97M-V def2-TZVPD def2/J DEFGRID3
* xyz 0 1
C 0.91 1.57 0.26
C 0.68 -0.77 -0.34
N 1.14 0.45 -0.09
N -1.82 -0.31 0.75
O -1.15 -1.05 0.12
Cl -2.98 0.63 -0.47
H 1.44 2.33 0.68
H 0.89 -1.32 -1.36
H 0.89 -1.52 0.45
*
```

=====

What should be chosen as the most stable of them? Choose (one).

=====

(one)
C4H8 | wB97M-V/def2-TZVPD

**Kohn-Sham gap**: 9.03 eV

Geometry as ORCA input:
```
! RIJCOSX wB97M-V def2-TZVPD def2/J DEFGRID3
* xyz 0 1
C -0.15 -0.32 -0.07
C -0.59 -2.43 -1.02
C -0.42 0.98 0.28
C 0.65 1.88 0.80
H 0.94 -0.35 -0.22
H -1.62 -2.46 -0.67
H -0.26 -2.15 -1.99
H 0.11 -3.05 -0.42
H -1.32 1.50 0.23
H 0.15 2.11 1.83
H 0.83 2.71 0.21
H 1.68 1.57 1.05
*
```

=====

(two)
C4H8 | wB97M-V/def2-TZVPD

**Structure (SMILES)**: C=C.C=C
**Kohn-Sham gap**: 11.54 eV

Geometry as ORCA input:
```
! RIJCOSX wB97M-V def2-TZVPD def2/J DEFGRID3
* xyz 0 1
C -1.35 -4.14 3.50
C -0.15 -4.60 3.84
H -1.47 -3.21 2.93
H -2.25 -4.67 3.81
H 0.71 -4.00 3.51
H 0.06 -5.47 4.49
C 0.53 4.62 -3.10
C 0.93 4.04 -4.25
H 0.81 5.66 -2.94
H -0.08 4.13 -2.33
H 1.54 4.63 -4.94
H 0.72 3.00 -4.53
*
```

=====

(three)
C4H8 | wB97M-V/def2-TZVPD

**Structure (SMILES)**: C=CCC
**Kohn-Sham gap**: 10.99 eV

Geometry as ORCA input:
```
! RIJCOSX wB97M-V def2-TZVPD def2/J DEFGRID3
* xyz 0 1
C 0.08 0.18 -2.08
C 0.01 0.48 -0.79
C -0.12 -0.57 0.29
C 0.02 0.04 1.67
H 0.13 0.94 -2.84
H 0.18 -0.83 -2.45
H -0.23 1.47 -0.43
H -1.11 -1.03 0.24
H 0.69 -1.28 0.18
H -0.66 0.86 1.89
H -0.04 -0.70 2.47
H 1.03 0.44 1.85
*
```

=====

What should be chosen as the most stable of them? Choose (three).

=====

(one)
C4H8 | wB97M-V/def2-TZVPD

**Structure (SMILES)**: C=C(C)C
**Kohn-Sham gap**: 10.29 eV

Geometry as ORCA input:
```
! RIJCOSX wB97M-V def2-TZVPD def2/J DEFGRID3
* xyz 0 1
C 0.41 1.36 0.03
C 0.00 0.13 -0.07
C 1.04 -0.96 0.00
C -1.42 -0.35 -0.02
H 1.47 1.65 0.07
H -0.15 2.22 -0.05
H 1.48 -1.05 1.02
H 0.50 -1.93 -0.11
H 1.81 -0.75 -0.79
H -1.41 -1.37 -0.47
H -1.76 -0.35 1.18
H -2.17 0.51 -0.48
*
```

=====

(two)
C4H8 | wB97M-V/def2-TZVPD

**Structure (SMILES)**: CC1CC1
**Kohn-Sham gap**: 11.62 eV

Geometry as ORCA input:
```
! RIJCOSX wB97M-V def2-TZVPD def2/J DEFGRID3
* xyz 0 1
C -1.52 -0.03 0.10
C -0.13 -0.01 -0.49
C 0.99 0.73 0.11
C 1.06 -0.74 0.07
H -2.06 0.94 -0.08
H -1.41 -0.22 1.22
H -2.21 -0.77 -0.34
H -0.12 0.07 -1.57
H 1.71 1.34 -0.49
H 0.89 1.15 1.09
H 1.78 -1.16 -0.66
H 1.02 -1.29 1.04
*
```

=====

(three)
C4H8 | wB97M-V/def2-TZVPD

**Structure (SMILES)**: C1CCC1
**Kohn-Sham gap**: 10.92 eV

Geometry as ORCA input:
```
! RIJCOSX wB97M-V def2-TZVPD def2/J DEFGRID3
* xyz 0 1
C -0.67 0.44 0.77
C -0.85 0.13 -0.64
C 0.72 -0.14 -0.73
C 0.74 -0.13 0.94
H -1.15 -0.10 1.58
H -0.80 1.44 0.60
H -0.90 1.01 -1.30
H -1.39 -0.80 -1.09
H 1.20 0.32 -1.51
H 0.80 -1.26 -1.11
H 0.72 -1.32 1.17
H 1.58 0.42 1.33
*
```

=====

What should be chosen as the most stable of them? Choose (two).

=====

(one)
C5H5NO3 | wB97M-V/def2-TZVPD

**Structure (SMILES)**: Cc1oncc1C(=O)O
**Kohn-Sham gap**: 10.30 eV

Geometry as ORCA input:
```
! RIJCOSX wB97M-V def2-TZVPD def2/J DEFGRID3
* xyz 0 1
C 0.91 2.14 0.04
C 0.80 0.63 -0.01
O 2.09 0.03 0.06
N 1.88 -1.37 -0.02
C 0.57 -1.55 -0.15
C -0.05 -0.35 -0.13
C -1.53 -0.09 -0.11
O -2.23 0.20 -1.10
O -2.19 -0.20 1.08
H -0.02 2.56 -0.38
H 1.05 2.40 1.07
H 1.70 2.55 -0.30
H 0.06 -2.59 -0.38
H -1.41 -0.35 1.93
*
```

=====

(two)
C5H5NO3 | wB97M-V/def2-TZVPD

**Structure (SMILES)**: O=CC1(C=O)N=CCO1
**Kohn-Sham gap**: 10.07 eV

Geometry as ORCA input:
```
! RIJCOSX wB97M-V def2-TZVPD def2/J DEFGRID3
* xyz 0 1
O -1.48 1.76 1.61
C -0.44 1.17 1.70
C 0.34 0.89 0.43
C 1.69 1.50 0.51
O 2.28 2.20 -0.24
N 0.44 -0.60 0.61
C -0.16 -1.15 -0.35
C -0.76 -0.16 -1.32
O -0.47 1.08 -0.76
H 0.06 0.77 2.56
H 2.20 1.35 1.46
H -0.28 -2.28 -0.36
H -0.29 -0.19 -2.25
H -1.94 -0.39 -1.48
*
```

=====

What should be chosen as the most stable of them? Choose (two).